Computed, not measured: 8 unconnected molecules or ions with the total composition C25H64ClN2O17S3, with wB97M-V/def2-TZVPD.

The geometry in XYZ format:
```
112
Properties=species:S:1:pos:R:3:mulliken_charge:R:1
C -3.846 -2.849 5.595 -1.40
C -3.718 -2.019 6.913 0.35
C -2.475 -1.114 6.960 -0.80
O -2.359 -0.468 8.203 -0.35
C -1.267 0.434 8.254 -0.73
N -4.997 -1.211 7.244 -0.31
H -5.435 -0.632 6.542 0.34
H -5.742 -1.858 7.463 0.38
H -4.957 -0.663 8.092 0.35
H -4.155 -2.256 4.734 0.38
H -4.677 -3.547 5.696 0.41
H -2.953 -3.447 5.416 0.40
H -3.681 -2.746 7.724 0.24
H -2.562 -0.333 6.205 0.39
H -1.585 -1.678 6.682 0.46
H -0.304 -0.075 8.299 0.30
H -1.399 1.014 9.167 0.26
H -1.240 1.125 7.412 0.34
C -6.018 0.618 -1.479 -1.44
C -6.027 1.881 -0.636 0.30
C -5.305 3.114 -1.204 -0.69
O -5.586 4.211 -0.382 -0.37
C -5.348 5.493 -1.028 -0.79
N -7.412 2.211 -0.073 -0.26
H -7.644 1.842 0.839 0.35
H -7.566 3.193 0.103 0.35
H -8.198 1.898 -0.625 0.36
H -6.593 0.669 -2.404 0.39
H -6.400 -0.194 -0.860 0.41
H -5.009 0.273 -1.703 0.41
H -5.545 1.601 0.300 0.18
H -5.699 3.262 -2.210 0.39
H -4.236 2.914 -1.277 0.45
H -4.326 5.558 -1.401 0.33
H -5.343 6.362 -0.370 0.29
H -6.007 5.695 -1.872 0.33
Cl 0.347 0.187 0.613 1.64
O -0.170 1.062 1.610 -0.67
O 0.290 0.853 -0.634 -0.65
O 1.683 -0.172 0.925 -0.64
O -0.491 -0.984 0.521 -0.69
C -1.184 -3.603 -7.388 -0.57
C -0.322 -3.963 -6.149 -0.50
C 0.049 -2.555 -5.700 -0.44
O 0.339 -1.902 -6.961 -0.41
C -0.493 -2.420 -8.023 -0.36
H -2.234 -3.374 -7.202 0.32
H -1.061 -4.430 -8.087 0.29
H 0.529 -4.538 -6.513 0.28
H -0.918 -4.430 -5.365 0.30
H 0.989 -2.555 -5.149 0.30
H -0.736 -2.142 -5.066 0.29
H 0.202 -2.669 -8.825 0.29
H -1.246 -1.651 -8.196 0.22
C 6.278 -5.930 -3.411 -0.52
C 6.772 -5.609 -1.980 -0.64
C 5.450 -5.194 -1.281 -0.34
O 4.489 -6.002 -1.929 -0.39
C 5.014 -6.660 -3.046 -0.39
H 6.991 -6.588 -3.908 0.31
H 6.113 -5.102 -4.100 0.28
H 7.526 -4.822 -1.982 0.35
H 7.366 -6.433 -1.585 0.28
H 5.257 -4.136 -1.459 0.28
H 5.577 -5.369 -0.213 0.25
H 4.312 -6.602 -3.877 0.26
H 5.167 -7.693 -2.733 0.26
O 2.087 -7.835 5.809 -0.57
S 1.702 -6.516 5.406 1.15
O 0.732 -5.747 6.195 -0.58
O 3.155 -5.611 5.436 -0.35
C 3.114 -4.197 5.242 -0.17
C 3.304 -3.493 6.553 -1.16
C 1.377 -6.361 3.622 -0.87
H 2.183 -3.797 4.841 0.23
H 3.897 -3.894 4.547 0.36
H 2.546 -3.698 7.309 0.30
H 3.111 -2.433 6.391 0.36
H 4.325 -3.634 6.908 0.30
H 0.593 -7.068 3.350 0.35
H 2.295 -6.497 3.050 0.34
H 1.109 -5.324 3.419 0.32
O 1.175 8.703 3.960 -0.56
S 2.086 7.736 3.391 1.10
O 3.126 8.111 2.427 -0.58
O 2.793 6.858 4.693 -0.35
C 4.000 6.133 4.541 -0.28
C 3.711 4.682 4.797 -0.93
C 1.092 6.343 2.644 -0.84
H 4.907 6.369 5.097 0.35
H 4.447 6.211 3.551 0.30
H 3.360 4.538 5.819 0.26
H 4.608 4.076 4.666 0.35
H 2.919 4.376 4.113 0.22
H 0.444 6.772 1.880 0.38
H 0.634 6.011 3.576 0.32
H 1.811 5.588 2.325 0.26
O 0.643 6.365 -10.087 -0.60
S 1.780 6.054 -9.248 1.12
O 2.688 7.111 -8.795 -0.59
O 1.253 5.160 -7.966 -0.27
C 0.327 4.117 -8.192 -0.22
C -0.356 4.038 -6.816 -1.25
C 2.747 4.763 -10.107 -0.92
H 0.908 3.199 -8.279 0.30
H -0.337 4.240 -9.048 0.41
H -1.103 3.245 -6.784 0.38
H -0.677 5.030 -6.497 0.31
H 0.426 3.719 -6.128 0.32
H 2.032 4.010 -10.439 0.32
H 3.543 4.508 -9.407 0.32
H 3.217 5.187 -10.994 0.38
```

Properties
Total charge: +1
Calculated total energy: -4033.46737 hartree
2S+1: 1
Gap between HOMO and LUMO: 5.74 eV

Computed, not measured: a single C20H26N4O5 molecule, with wB97M-V/def2-TZVPD.

The geometry in XYZ format:
```
55
Properties=species:S:1:pos:R:3:nbo_charge:R:1
C -1.914 1.906 4.077 -0.63
C -2.586 0.676 3.481 -0.07
O -2.426 0.641 2.065 -0.53
C -1.276 0.105 1.597 0.78
O -0.446 -0.400 2.321 -0.63
C -1.189 0.220 0.148 -0.27
C -0.156 -0.277 -0.574 0.32
C 1.024 -1.021 -0.009 -0.28
N 1.667 -1.806 -1.048 -0.48
C 0.988 -3.066 -1.302 -0.22
C 1.254 -4.210 -0.314 -0.43
C 2.720 -4.665 -0.245 -0.40
C 3.508 -4.389 -1.525 -0.41
C 3.781 -2.895 -1.805 -0.42
C 3.107 -1.906 -0.856 -0.21
N -0.108 -0.108 -1.924 -0.64
C -1.149 0.382 -2.695 0.79
O -1.108 0.380 -3.902 -0.62
N -2.218 0.812 -1.981 -0.62
C -2.273 1.020 -0.548 -0.06
C -2.099 2.487 -0.196 -0.02
C -3.097 3.198 0.460 -0.17
C -2.915 4.529 0.804 -0.22
C -1.731 5.171 0.493 -0.20
C -0.736 4.458 -0.164 0.08
N 0.511 5.110 -0.483 0.52
O 0.607 6.292 -0.234 -0.38
O 1.389 4.434 -0.976 -0.38
C -0.910 3.126 -0.510 -0.21
H -0.840 1.854 3.913 0.22
H -2.105 1.946 5.145 0.22
H -2.298 2.809 3.609 0.21
H -3.665 0.697 3.647 0.19
H -2.159 -0.235 3.913 0.20
H 1.730 -0.275 0.369 0.24
H 0.705 -1.614 0.857 0.24
H -0.087 -2.858 -1.305 0.21
H 1.255 -3.390 -2.310 0.20
H 0.631 -5.048 -0.632 0.21
H 0.917 -3.916 0.682 0.21
H 3.226 -4.191 0.598 0.20
H 2.742 -5.740 -0.055 0.21
H 4.464 -4.911 -1.447 0.21
H 2.974 -4.836 -2.365 0.20
H 4.855 -2.711 -1.731 0.22
H 3.485 -2.647 -2.826 0.21
H 3.363 -2.159 0.183 0.17
H 3.519 -0.910 -1.057 0.20
H 0.682 -0.547 -2.389 0.45
H -2.965 1.211 -2.529 0.41
H -3.258 0.689 -0.191 0.22
H -4.020 2.700 0.714 0.22
H -3.698 5.065 1.317 0.22
H -1.560 6.205 0.751 0.25
H -0.112 2.605 -1.018 0.25
```

Properties
Structure (SMILES): CCOC(=O)C1=C(CN2CCCCCC2)NC(=O)N[C@@H]1c1cccc([N+](=O)[O-])c1
Calculated total energy: -1372.90048 hartree
2S+1: 1
Gap between HOMO and LUMO: 8.32 eV
Relative energy (zero: lowest compared OMol25 entry of this formula, charge and spin): 105.5 kcal/mol

Computed, not measured: a single C25H26N2O molecule, with wB97M-V/def2-TZVPD.

The geometry in XYZ format:
```
54
Properties=species:S:1:pos:R:3:nbo_charge:R:1
C -5.887 0.333 3.771 -0.63
C -4.475 -0.014 3.389 -0.01
C -3.428 0.469 4.177 -0.21
C -2.124 0.164 3.856 -0.21
C -1.859 -0.593 2.718 0.00
C -0.395 -1.007 2.605 0.13
O -0.163 -1.963 1.244 -0.60
C -0.633 -3.124 0.766 0.37
C -1.321 -4.143 1.445 -0.36
C -1.731 -5.261 0.698 0.05
N -1.490 -5.425 -0.609 -0.46
C -0.809 -4.478 -1.263 0.04
C -0.334 -3.354 -0.602 -0.32
C 0.642 0.043 2.502 -0.26
C 1.997 -0.130 2.831 0.36
C 2.879 -1.363 3.059 -0.12
C 2.255 -2.211 4.151 -0.59
C 4.277 -0.927 3.528 -0.62
C 2.976 -2.077 1.717 -0.60
N 2.529 1.104 3.014 -0.54
C 1.604 2.106 2.789 0.10
C 1.719 3.447 3.137 -0.22
C 0.585 4.262 2.995 -0.23
C -0.590 3.684 2.522 -0.23
C -0.713 2.325 2.214 -0.21
C 0.396 1.478 2.410 0.00
C -2.864 -1.046 1.881 -0.22
C -4.179 -0.771 2.244 -0.21
H -6.624 -0.239 3.186 0.22
H -6.073 0.119 4.834 0.22
H -6.092 1.406 3.614 0.22
H -3.643 1.068 5.051 0.21
H -1.294 0.520 4.460 0.22
H -0.178 -1.672 3.548 0.21
H -1.508 -4.067 2.503 0.22
H -2.289 -6.078 1.178 0.19
H -0.642 -4.606 -2.335 0.20
H 0.207 -2.578 -1.115 0.22
H 1.264 -2.552 3.863 0.21
H 2.877 -3.087 4.320 0.21
H 2.173 -1.633 5.083 0.21
H 4.818 -0.325 2.776 0.21
H 4.253 -0.386 4.490 0.21
H 4.883 -1.833 3.684 0.23
H 3.504 -1.440 1.002 0.21
H 3.529 -3.011 1.824 0.21
H 1.982 -2.290 1.321 0.25
H 3.464 1.325 3.295 0.42
H 2.673 3.802 3.534 0.21
H 0.647 5.314 3.272 0.22
H -1.441 4.323 2.376 0.21
H -1.628 1.937 1.781 0.22
H -2.631 -1.582 0.972 0.23
H -4.992 -1.167 1.635 0.21
```

Properties
Structure (SMILES): Cc1ccc([C@@H](Oc2ccncc2)c2c(C(C)(C)C)[nH]c3ccccc23)cc1
Calculated total energy: -1152.97018 hartree
2S+1: 1
Gap between HOMO and LUMO: 8.52 eV
Relative energy (zero: lowest compared OMol25 entry of this formula, charge and spin): 48.1 kcal/mol

Computed, not measured: 3 unconnected molecules or ions with the total composition C3H13NO3, with wB97M-V/def2-TZVPD.

The geometry in XYZ format:
```
20
Properties=species:S:1:pos:R:3:nbo_charge:R:1
C 0.832 -3.043 0.309 -0.61
C -0.506 -2.698 -0.371 -0.21
N -0.408 -1.376 -0.940 -0.67
C -0.638 -0.126 -0.325 0.11
O -1.608 0.661 -0.984 -0.75
H 0.699 -3.808 1.108 0.19
H 1.180 -2.186 0.886 0.21
H 1.560 -3.466 -0.374 0.21
H -0.727 -3.387 -1.202 0.20
H -1.231 -2.844 0.429 0.17
H -0.608 -1.310 -1.924 0.38
H 0.244 0.535 -0.199 0.14
H -1.070 -0.221 0.683 0.15
H -1.312 1.519 -1.307 0.49
O 0.243 3.647 -1.395 -0.96
H 1.125 3.728 -1.029 0.48
H 0.266 3.411 -2.325 0.48
O 0.958 3.716 2.706 -0.93
H 0.958 3.843 3.665 0.46
H 0.044 3.404 2.589 0.47
```

Properties
Structure (SMILES): CCNCO.O.O
Calculated total energy: -402.52915 hartree
2S+1: 1
Gap between HOMO and LUMO: 8.94 eV
Relative energy (zero: lowest compared OMol25 entry of this formula, charge and spin): 32.2 kcal/mol

Computed, not measured: 2 unconnected molecules or ions with the total composition C5H10N2O, with wB97M-V/def2-TZVPD.

The geometry in XYZ format:
```
18
Properties=species:S:1:pos:R:3:nbo_charge:R:1
C 3.983 0.137 -0.274 -0.08
N 3.120 0.481 0.432 0.23
O 2.254 0.647 1.221 -0.38
H 4.815 0.393 -0.818 0.23
C 0.640 -1.790 -0.144 -0.42
N 0.452 -0.462 -0.455 -0.46
C -0.422 0.361 -0.107 0.35
C -0.324 1.760 -0.812 -0.65
C -1.636 0.231 0.768 -0.70
H -0.281 -2.409 0.266 0.14
H 0.918 -2.444 -0.992 0.20
H 1.288 -2.006 0.634 0.21
H 0.493 1.837 -1.523 0.23
H -0.376 2.504 -0.024 0.21
H -1.204 2.058 -1.306 0.21
H -2.541 0.281 0.122 0.23
H -1.736 1.131 1.412 0.23
H -1.799 -0.599 1.396 0.23
```

Properties
Structure (SMILES): C#[N+][O-].CN=C(C)C
Calculated total energy: -381.10042 hartree
2S+1: 1
Gap between HOMO and LUMO: 9.55 eV
Relative energy (zero: lowest compared OMol25 entry of this formula, charge and spin): 116.1 kcal/mol

Computed, not measured: 2 unconnected molecules or ions with the total composition C4H12, with wB97M-V/def2-TZVPD.

The geometry in XYZ format:
```
16
Properties=species:S:1:pos:R:3:nbo_charge:R:1
C -1.153 0.151 -1.711 -0.61
C -0.234 1.050 -2.548 -0.60
H -0.660 -0.174 -0.789 0.20
H -2.039 0.690 -1.388 0.20
H -1.289 -0.797 -2.227 0.21
H 0.152 1.923 -2.024 0.20
H 0.577 0.404 -2.885 0.20
H -0.766 1.462 -3.406 0.20
C -0.044 -0.334 2.227 -0.60
C 1.381 -0.864 2.038 -0.60
H -0.531 -0.686 3.132 0.20
H -0.048 0.757 2.245 0.20
H -0.608 -0.637 1.346 0.20
H 2.029 -0.486 2.833 0.20
H 1.411 -1.952 2.051 0.20
H 1.821 -0.508 1.107 0.20
```

Properties
Structure (SMILES): CC.CC
Calculated total energy: -159.57881 hartree
2S+1: 1
Gap between HOMO and LUMO: 12.68 eV
Relative energy (zero: lowest compared OMol25 entry of this formula, charge and spin): 3.9 kcal/mol

Computed, not measured: a molecular structure, C40H64B3NO25, with wB97M-V/def2-TZVPD.

The geometry in XYZ format:
```
133
Properties=species:S:1:pos:R:3:mulliken_charge:R:1
C -1.355 1.398 1.802 -0.39
C -1.974 2.385 1.505 -0.32
C -2.801 3.534 1.058 -0.68
C -4.236 3.010 0.885 0.27
C -5.280 4.129 0.587 -0.69
B -6.524 3.427 -0.070 0.40
O -7.272 2.429 0.584 -0.49
B -7.076 1.282 -0.198 0.57
O -7.156 1.336 -1.586 -0.27
B -6.582 2.519 -2.076 0.29
C -5.557 2.615 -3.267 -0.99
C -4.861 1.274 -3.626 -0.16
C -3.710 0.917 -2.665 0.03
C -2.463 0.339 -3.410 -1.31
N -1.299 1.197 -3.131 0.41
C -0.550 0.792 -1.925 -0.81
C -0.450 1.341 -4.276 0.37
C -0.430 2.734 -4.898 -1.22
O 0.201 0.444 -4.734 -0.63
O -6.948 3.686 -1.382 -0.44
H -1.079 0.372 1.996 0.57
H -2.712 4.347 1.780 0.37
H -2.397 3.811 0.078 0.34
H -4.227 2.293 0.052 -0.34
H -4.548 2.489 1.794 0.34
H -5.596 4.611 1.521 0.35
H -4.873 4.916 -0.056 0.26
H -6.786 0.290 0.388 -0.15
H -6.029 3.117 -4.121 0.37
H -4.762 3.298 -2.925 0.32
H -4.547 1.321 -4.673 0.75
H -5.618 0.489 -3.542 -0.32
H -3.385 1.823 -2.143 0.05
H -4.014 0.181 -1.909 0.50
H -2.695 0.403 -4.481 0.52
H -2.278 -0.712 -3.164 0.39
H 0.512 0.578 -2.120 0.36
H -0.562 1.649 -1.239 0.21
H -1.049 -0.022 -1.392 0.32
H -0.204 2.704 -5.963 0.37
H -1.436 3.146 -4.754 0.32
H 0.258 3.351 -4.312 0.28
C 2.284 -1.518 -6.540 -1.25
C 3.380 -0.713 -7.190 0.63
C 2.882 0.409 -8.063 -0.39
O 3.951 0.548 -9.009 -0.36
C 4.513 -0.683 -9.143 0.61
O 5.245 -0.995 -10.024 -0.54
O 4.119 -1.506 -8.139 -0.37
H 1.687 -0.897 -5.873 0.27
H 1.628 -1.962 -7.291 0.36
H 2.707 -2.343 -5.966 0.33
H 4.081 -0.350 -6.434 0.21
H 2.724 1.335 -7.515 0.28
H 1.972 0.153 -8.611 0.31
C -3.695 -1.666 7.020 -1.49
C -2.685 -0.684 6.481 0.75
C -3.276 0.394 5.613 -0.45
O -2.173 0.721 4.755 -0.31
C -1.437 -0.406 4.623 0.60
O -0.605 -0.578 3.787 -0.59
O -1.775 -1.322 5.565 -0.37
H -4.417 -1.156 7.663 0.39
H -4.226 -2.165 6.208 0.41
H -3.199 -2.449 7.597 0.33
H -2.097 -0.259 7.301 0.11
H -3.603 1.263 6.178 0.28
H -4.099 0.038 4.989 0.34
C 5.907 -0.869 -0.096 -1.12
C 4.474 -0.397 -0.155 0.71
C 3.708 -0.902 -1.349 -0.44
O 2.727 0.128 -1.534 -0.30
C 3.297 1.282 -1.091 0.62
O 2.881 2.369 -1.328 -0.56
O 4.404 1.025 -0.349 -0.41
H 5.959 -1.955 -0.011 0.45
H 6.457 -0.557 -0.984 0.03
H 6.416 -0.429 0.761 0.17
H 3.958 -0.637 0.781 0.18
H 3.232 -1.864 -1.171 0.38
H 4.313 -0.961 -2.258 0.19
C -2.900 0.023 12.786 -1.50
C -2.688 0.238 11.308 0.54
C -2.495 1.680 10.914 -0.52
O -2.976 1.686 9.563 -0.30
C -3.929 0.722 9.490 0.65
O -4.715 0.620 8.603 -0.57
O -3.868 -0.106 10.560 -0.32
H -2.027 0.344 13.355 0.39
H -3.774 0.572 13.138 0.36
H -3.084 -1.031 12.995 0.36
H -1.866 -0.387 10.949 0.25
H -1.456 1.999 10.958 0.32
H -3.109 2.371 11.497 0.33
C -7.572 -4.567 -5.022 -1.48
C -6.816 -3.736 -4.014 0.50
C -6.663 -2.287 -4.400 -0.61
O -5.454 -1.924 -3.723 -0.14
C -4.697 -3.054 -3.653 0.51
O -3.540 -3.071 -3.395 -0.50
O -5.445 -4.155 -3.923 -0.38
H -8.595 -4.207 -5.136 0.38
H -7.077 -4.544 -5.995 0.36
H -7.603 -5.611 -4.709 0.36
H -7.269 -3.840 -3.024 0.26
H -7.494 -1.668 -4.067 0.35
H -6.511 -2.140 -5.472 0.30
C 5.509 -2.476 5.850 -1.44
C 6.560 -1.650 5.150 0.47
C 6.004 -0.545 4.287 -0.41
O 7.031 -0.393 3.300 -0.30
C 7.613 -1.614 3.156 0.70
O 8.317 -1.920 2.251 -0.53
O 7.277 -2.436 4.184 -0.36
H 4.925 -1.862 6.537 0.37
H 4.835 -2.941 5.129 0.35
H 5.973 -3.285 6.414 0.36
H 7.282 -1.264 5.875 0.23
H 5.847 0.383 4.831 0.35
H 5.079 -0.825 3.776 0.22
C 10.828 -0.909 -2.767 -1.44
C 9.675 -1.109 -3.720 0.46
C 9.659 -0.149 -4.883 -0.53
O 8.262 -0.084 -5.197 -0.34
C 7.595 -0.296 -4.034 0.57
O 6.444 -0.059 -3.864 -0.43
O 8.421 -0.809 -3.086 -0.26
H 11.781 -1.076 -3.269 0.39
H 10.817 0.100 -2.350 0.35
H 10.751 -1.598 -1.926 0.35
H 9.642 -2.148 -4.060 0.25
H 10.233 -0.503 -5.736 0.31
H 9.994 0.855 -4.614 0.31
```

Properties
Calculated total energy: -3573.17740 hartree
2S+1: 1
Gap between HOMO and LUMO: 8.45 eV

Computed, not measured: a gas-phase ion, C12H11N4O7 (charge -1), with wB97M-V/def2-TZVPD.

The geometry in XYZ format:
```
34
Properties=species:S:1:pos:R:3:nbo_charge:R:1
C 1.622 1.201 -1.905 -0.76
C 1.066 -0.115 -1.569 0.63
O 1.628 -1.164 -1.856 -0.57
C -0.245 -0.217 -0.699 -0.22
C 0.516 -0.288 0.692 -0.29
C 0.036 0.691 1.686 -0.13
N -1.342 0.608 1.974 0.50
O -1.934 -0.421 1.617 -0.51
O -1.935 1.502 2.604 -0.47
C 0.816 1.680 2.264 0.14
N 2.133 1.592 2.441 -0.54
C 2.662 0.504 1.897 0.30
N 3.896 -0.016 2.198 -0.17
O 3.907 -1.284 1.617 -0.20
N 2.707 -1.507 0.864 0.41
O 2.508 -2.579 0.330 -0.41
C 1.932 -0.359 1.013 -0.02
C -1.095 -1.471 -1.179 -0.40
C -2.506 -1.098 -1.671 -0.43
C -3.220 -0.168 -0.717 -0.07
O -2.456 1.054 -0.547 -0.50
C -1.106 1.089 -0.570 0.83
O -0.587 2.223 -0.525 -0.62
H 0.952 2.027 -1.713 0.27
H 2.470 1.347 -1.246 0.25
H 1.974 1.218 -2.942 0.23
H 0.037 -1.334 0.746 0.27
H 0.279 2.531 2.672 0.22
H -0.567 -2.049 -1.958 0.24
H -1.107 -2.121 -0.299 0.21
H -2.356 -0.651 -2.658 0.20
H -3.131 -1.999 -1.760 0.22
H -4.199 0.167 -1.077 0.18
H -3.357 -0.593 0.274 0.23
```

Properties
Structure (SMILES): CC(=O)[C@]1([C@@H]2C(=[N+]([O-])[O-])C=Nc3no[n+]([O-])c32)CCCOC1=O
Total charge: -1
Calculated total energy: -1209.36810 hartree
2S+1: 1
Gap between HOMO and LUMO: 7.52 eV

The highest gap between HOMO and LUMO belongs to which entry? C4H12